# 1
{
  "formula": "C11H15NO3",
  "method": "wB97M-V/def2-TZVPD",
  "symbols": ["C", "H", "H", "H", "C", "O", "H", "C", "N", "H", "C", "C", "C", "C", "C", "C", "C", "H", "O", "C", "O", "H", "H", "H", "H", "H", "H", "H", "H", "H"],
  "coordinates": [[-1.2970, 3.4835, -0.9696], [-1.6393, 3.2922, -1.9302], [-0.3093, 4.0689, -1.1927], [-1.8545, 4.3041, -0.5949], [-0.9388, 2.3542, 0.0039], [-2.3670, 1.5428, 0.0991], [-3.0750, 2.0909, 0.4823], [-0.5868, 2.7703, 1.2422], [-0.5822, 1.6736, 2.2310], [-1.4355, 1.1012, 2.2021], [0.4431, 0.8394, 2.2043], [0.8657, -0.0217, 0.9970], [2.0189, 0.3591, 0.3719], [1.9679, -0.4164, -0.9297], [1.3193, -1.4410, -1.1664], [0.1303, -1.9322, -0.1652], [0.0145, -1.0956, 1.0851], [-0.8453, -1.4130, 1.6647], [-0.5361, -2.7714, -0.7592], [0.0237, -3.3353, -1.8922], [1.2837, -2.3774, -2.2159], [-0.7412, -3.3659, -2.7663], [0.4071, -4.3073, -1.8966], [2.7058, -0.3167, -1.5541], [2.5607, 1.2894, 0.2264], [1.3650, 1.6346, 2.5440], [0.5711, 0.2160, 3.4108], [-1.4446, 3.5726, 1.5627], [0.2839, 3.0442, 1.3033], [-0.5113, 1.5210, -0.3978]],
  "lowdin_charge": [-0.036, 0.049, 0.120, 0.060, -0.306, -0.123, 0.062, -0.193, -0.077, 0.120, -0.317, -0.319, 0.022, -0.062, -0.200, -0.135, 0.037, 0.119, 0.075, -0.012, -0.019, 0.162, 0.105, 0.069, 0.110, 0.156, 0.194, 0.197, 0.040, 0.103],
  "lumo_energy_ev": 0.718,
  "de_lowest_kj_mol": 991.9,
  "homo_energy_ev": -7.768,
  "largest_force_ev_per_a": 12.47,
  "total_energy_ha": -708.2598
}



# 2
{
  "formula": "C55H42IN5O6S2Te4V",
  "method": "wB97M-V/def2-TZVPD",
  "symbols": ["V", "Te", "Te", "Te", "Te", "C", "C", "C", "C", "C", "C", "C", "S", "O", "C", "C", "C", "C", "C", "C", "C", "C", "C", "C", "C", "C", "C", "C", "C", "C", "C", "C", "C", "C", "S", "O", "C", "C", "C", "C", "C", "C", "C", "H", "H", "H", "H", "H", "H", "H", "H", "H", "H", "H", "H", "H", "H", "H", "H", "H", "H", "H", "H", "H", "H", "H", "H", "H", "H", "C", "O", "C", "C", "C", "C", "C", "C", "N", "N", "C", "C", "C", "C", "O", "C", "N", "C", "C", "C", "C", "H", "H", "H", "H", "H", "H", "H", "H", "H", "H", "H", "H", "O", "N", "O", "I", "C", "C", "C", "C", "C", "N", "H", "H", "H", "H"],
  "coordinates": [[-0.0296, -0.3423, 0.5273], [-1.4080, -1.5489, -1.8106], [-3.2027, -2.4711, -3.5596], [-4.8589, -0.4140, -0.5388], [-2.3140, -0.3953, 0.2438], [7.1044, -0.5774, 5.0806], [5.8416, -0.4768, 4.2782], [4.9301, 0.5456, 4.5225], [3.7703, 0.6465, 3.7819], [3.5004, -0.2872, 2.7951], [4.4004, -1.3107, 2.5347], [5.5678, -1.3957, 3.2697], [1.9084, -0.1967, 1.9399], [1.6340, 1.2494, 1.8308], [1.0479, -0.8602, 3.3791], [1.1544, -2.2506, 3.4825], [0.4845, -2.9436, 4.4587], [-0.3641, -2.2597, 5.3666], [-1.2248, -2.9496, 6.2320], [-2.1042, -2.2695, 7.0491], [-2.1237, -0.8794, 7.0468], [-1.2776, -0.1739, 6.2198], [-0.3928, -0.8375, 5.3489], [0.3464, -0.1258, 4.3494], [0.2748, 1.3363, 4.3114], [0.8312, 2.1324, 5.3537], [1.5696, 1.5656, 6.4092], [2.1345, 2.3561, 7.3822], [1.9785, 3.7419, 7.3463], [1.2844, 4.3271, 6.3144], [0.7152, 3.5499, 5.2865], [0.0631, 4.1465, 4.1881], [-0.4391, 3.3688, 3.1747], [-0.3508, 1.9885, 3.2567], [-1.0198, 1.0652, 1.8887], [-1.5666, 2.1115, 1.0045], [-2.4655, 0.5050, 2.7566], [-3.5926, 1.3080, 2.7710], [-4.7828, 0.8014, 3.2603], [-4.8461, -0.5043, 3.7386], [-6.1381, -1.0879, 4.2082], [-3.7019, -1.2942, 3.7270], [-2.5161, -0.7922, 3.2302], [7.1211, 0.1683, 5.8735], [7.9723, -0.4175, 4.4404], [7.1951, -1.5671, 5.5273], [5.1253, 1.2738, 5.2979], [3.0703, 1.4515, 3.9629], [4.2041, -2.0390, 1.7576], [6.2778, -2.1836, 3.0562], [1.7730, -2.7800, 2.7616], [0.5564, -4.0206, 4.5103], [-1.2129, -4.0313, 6.2080], [-2.7936, -2.8186, 7.6742], [-2.8172, -0.3426, 7.6808], [-1.3210, 0.9076, 6.2106], [1.6945, 0.4912, 6.4427], [2.6985, 1.8990, 8.1844], [2.4096, 4.3560, 8.1279], [1.1756, 5.4038, 6.2685], [-0.0247, 5.2239, 4.1425], [-0.9042, 3.8186, 2.3039], [-3.5358, 2.3032, 2.3414], [-5.6712, 1.4139, 3.2334], [-6.7130, -0.3522, 4.7662], [-5.9546, -1.9525, 4.8420], [-6.7223, -1.4145, 3.3473], [-3.7391, -2.3163, 4.0687], [-1.6398, -1.4252, 3.1579], [-0.4178, 8.1017, -10.2341], [0.7628, 7.3480, -10.1816], [0.8982, 6.4745, -9.1190], [2.0302, 5.6579, -9.1261], [2.2571, 4.7658, -8.1043], [1.3491, 4.6563, -7.0403], [0.2103, 5.4793, -7.0584], [-0.0150, 6.3749, -8.0759], [1.6129, 3.7682, -6.0372], [0.6718, 3.6987, -5.1457], [0.7250, 2.8937, -4.0888], [1.8104, 2.0955, -3.6839], [1.7501, 1.3661, -2.5255], [0.5919, 1.3424, -1.7346], [0.5665, 0.6956, -0.5958], [-0.5844, 2.0147, -2.1895], [-1.7704, 1.8082, -1.5661], [-2.8221, 2.5115, -1.9436], [-2.7851, 3.4493, -2.9663], [-1.6174, 3.5894, -3.6821], [-0.4858, 2.8572, -3.3199], [-0.3683, 8.6809, -11.1573], [-0.4937, 8.7867, -9.3791], [-1.3073, 7.4592, -10.2583], [2.7183, 5.7431, -9.9546], [3.1244, 4.1240, -8.1141], [-0.4929, 5.3887, -6.2468], [-0.9045, 6.9880, -8.0464], [2.6839, 2.0719, -4.3155], [2.6013, 0.7837, -2.1895], [-3.7505, 2.3023, -1.4231], [-3.6706, 4.0057, -3.2314], [-1.5499, 4.2450, -4.5353], [-1.8558, -2.7583, 1.2936], [-0.7613, -3.0475, 0.6604], [0.0810, -1.9600, 0.8115], [0.4186, -2.6488, -4.3608], [1.5093, -3.2797, -2.6229], [1.8622, -4.6051, -2.5007], [2.4866, -4.9834, -1.3197], [2.7819, -4.0121, -0.3718], [2.4285, -2.7021, -0.6434], [1.7739, -2.3417, -1.7425], [1.6244, -5.2995, -3.2855], [2.7412, -6.0167, -1.1438], [3.2607, -4.2819, 0.5598], [2.6893, -1.8985, 0.0442]],
  "lowdin_charge": [0.031, 0.365, -0.025, 0.093, 0.744, -0.061, -0.281, -0.031, -0.048, -0.320, -0.067, -0.046, 0.954, -0.480, -0.272, -0.064, 0.007, -0.168, -0.035, -0.093, -0.079, -0.009, -0.129, -0.123, -0.134, -0.123, -0.028, -0.089, -0.101, -0.040, -0.158, -0.004, -0.026, -0.249, 0.725, -0.492, -0.474, -0.087, -0.053, -0.275, -0.052, -0.014, -0.136, 0.070, 0.079, 0.076, 0.109, 0.111, 0.094, 0.111, 0.115, 0.115, 0.109, 0.095, 0.101, 0.122, 0.120, 0.097, 0.094, 0.107, 0.111, 0.120, 0.123, 0.112, 0.072, 0.070, 0.085, 0.121, 0.095, -0.133, -0.122, -0.307, -0.048, -0.052, -0.316, -0.039, -0.060, 0.002, -0.019, -0.258, -0.040, -0.018, -0.320, -0.284, -0.164, 0.005, -0.178, -0.070, -0.013, -0.090, 0.080, 0.087, 0.089, 0.100, 0.093, 0.077, 0.090, 0.085, 0.109, 0.037, 0.086, 0.087, -0.348, -0.230, -0.536, 0.756, -0.754, -0.136, -0.074, -0.068, -0.156, 0.021, 0.083, 0.098, 0.093, 0.067],
  "charge": -2,
  "lumo_energy_ev": [3.224, 3.224],
  "de_lowest_kj_mol": 213.2,
  "homo_energy_ev": [-0.119, -1.492],
  "multiplicity": 4,
  "largest_force_ev_per_a": 6.67,
  "total_energy_ha": -5956.0895
}



# 3
{
  "formula": "C2H10NS2",
  "method": "wB97M-V/def2-TZVPD",
  "symbols": ["C", "N", "H", "H", "H", "H", "H", "H", "C", "S", "S", "H", "H", "H", "H"],
  "coordinates": [[3.0625, -1.0924, -0.5121], [2.2137, -0.1956, 0.3929], [4.0932, -1.1035, -0.1828], [3.0172, -0.6889, -1.5306], [2.6202, -2.0948, -0.5724], [2.1749, -0.5296, 1.3731], [2.5665, 0.7753, 0.3734], [1.2913, -0.1858, -0.1062], [-2.4669, -0.9584, -0.0311], [-0.8175, -0.3794, -0.3113], [-0.8396, 1.5873, 0.2849], [-3.0425, -0.5464, -0.8649], [-2.3408, -2.0510, -0.0285], [-3.0097, -0.6012, 0.8474], [-0.8314, 1.2476, 1.5936]],
  "lowdin_charge": [0.013, 0.110, 0.110, 0.113, 0.112, 0.185, 0.176, -0.013, -0.332, 0.730, 0.620, 0.092, 0.080, 0.093, -0.090],
  "charge": 2,
  "lumo_energy_ev": [-8.877, -12.908],
  "de_lowest_kj_mol": 165.1,
  "homo_energy_ev": [-19.805, -19.681],
  "multiplicity": 2,
  "largest_force_ev_per_a": 1.87,
  "total_energy_ha": -932.5889
}



# 4
{
  "formula": "CH4O3",
  "method": "wB97M-V/def2-TZVPD",
  "symbols": ["O", "C", "O", "H", "H", "O", "H", "H"],
  "coordinates": [[0.9732, -1.3985, -1.3783], [0.2182, -0.8971, -0.6190], [-0.9307, -0.2596, -1.0504], [0.1045, -0.9645, 0.4911], [-1.0799, 0.2533, -1.8449], [0.0972, 0.8219, 1.7310], [-0.0871, 0.8918, 0.8013], [0.7046, 1.5527, 1.8692]],
  "lowdin_charge": [0.102, -0.370, 0.032, 0.136, 0.109, -0.047, -0.011, 0.049],
  "lumo_energy_ev": 0.561,
  "smiles": "O=CO.O",
  "de_lowest_kj_mol": 84.3,
  "homo_energy_ev": -11.086,
  "largest_force_ev_per_a": 2.26,
  "total_energy_ha": -266.2039
}